Record 1
A 2-piece molecular cluster, C15H24FN2O8 overall at a distorted geometry, computed with the ωB97M-V functional and the def2-TZVPD basis.

The geometry in ORCA input format:
```
! RIJCOSX wB97M-V def2-TZVPD def2/J DEFGRID3
* xyz -1 1
C 2.01 4.44 2.09
C 0.85 3.62 2.63
C 0.98 3.37 4.13
O 0.75 2.38 1.93
C -0.48 1.82 2.14
N -0.73 0.58 1.58
N -1.67 -0.03 2.03
C -1.94 -1.27 1.47
O -1.79 -1.44 0.28
O -2.33 -2.27 2.32
C -2.40 -3.50 1.61
C -3.15 -4.55 2.42
C -1.00 -3.97 1.23
O -1.33 2.35 2.83
H 2.09 5.40 2.60
H 2.95 3.90 2.23
H 1.89 4.62 1.03
H -0.09 4.15 2.43
H 1.07 4.30 4.68
H 0.11 2.82 4.50
H 1.86 2.76 4.33
H -2.97 -3.28 0.69
H -3.24 -5.49 1.88
H -2.64 -4.74 3.36
H -4.16 -4.20 2.66
H -1.03 -4.91 0.68
H -0.51 -3.22 0.60
H -0.39 -4.10 2.12
C -1.79 -3.84 -3.48
C -0.43 -3.28 -3.12
O -0.54 -1.95 -2.69
C 0.69 -1.36 -2.59
C 0.65 0.05 -2.33
F -0.53 0.61 -2.12
C 1.79 0.92 -2.39
O 2.91 0.52 -2.68
O 1.52 2.24 -2.18
C 2.62 3.04 -2.55
C 2.19 4.47 -2.80
O 1.73 -1.98 -2.77
H -1.75 -4.86 -3.86
H -2.45 -3.82 -2.61
H -2.26 -3.21 -4.24
H 0.06 -3.85 -2.32
H 0.26 -3.28 -3.98
H 3.36 2.96 -1.74
H 3.06 2.58 -3.44
H 3.02 5.11 -3.11
H 1.43 4.50 -3.58
H 1.74 4.90 -1.90
*
```

- energy above the lowest of the compared OMol25 structures with the same formula, charge and spin (eV) = 0.0000
- HOMO level (eV) = -2.6

---

Record 2
One molecule with the formula C15H24N2O2, computed with the ωB97M-V functional and the def2-TZVPD basis.

The geometry in ORCA input format:
```
! RIJCOSX wB97M-V def2-TZVPD def2/J DEFGRID3
* xyz 0 1
C 1.29 3.42 0.68
C 2.28 2.57 -0.10
C 2.06 1.05 0.05
C 0.74 0.73 -0.48
C -0.32 0.52 -1.00
C -1.62 0.26 -1.60
N -2.66 0.16 -0.59
C -3.99 0.17 -1.16
C -5.01 0.17 -0.02
O -4.85 -0.95 0.81
C -3.55 -0.98 1.35
C -2.50 -1.01 0.25
C 2.22 0.58 1.52
C 0.92 0.31 2.26
O 3.12 0.46 -0.74
C 2.83 -0.63 -1.57
C 2.40 -1.92 -0.84
C 3.41 -2.38 0.07
N 4.21 -2.75 0.80
H 1.46 4.47 0.47
H 1.41 3.27 1.76
H 0.27 3.17 0.40
H 3.30 2.78 0.22
H 2.21 2.81 -1.16
H -1.87 1.10 -2.26
H -1.56 -0.66 -2.22
H -4.12 1.07 -1.76
H -4.16 -0.71 -1.80
H -6.03 0.11 -0.42
H -4.89 1.09 0.56
H -3.50 -1.88 1.97
H -3.39 -0.10 1.98
H -1.50 -0.99 0.70
H -2.60 -1.94 -0.33
H 2.80 1.34 2.05
H 2.83 -0.33 1.52
H 0.25 1.17 2.22
H 1.14 0.10 3.31
H 0.40 -0.54 1.85
H 3.77 -0.81 -2.10
H 2.05 -0.37 -2.30
H 2.21 -2.69 -1.58
H 1.47 -1.73 -0.28
*
```

- energy above the lowest of the compared OMol25 structures with the same formula, charge and spin (eV) = 5.6951
- HOMO level (eV) = -9.2
- SMILES = CCC(C#CCN1CCOCC1)(CC)OCCC#N

---

Record 3
One molecule with the formula C15H24N2O2 at a distorted geometry, computed with the ωB97M-V functional and the def2-TZVPD basis.

The geometry in ORCA input format:
```
! RIJCOSX wB97M-V def2-TZVPD def2/J DEFGRID3
* xyz 0 1
C 2.69 0.60 3.26
O 1.72 -0.37 2.88
C 0.82 0.04 1.89
C 0.08 -1.19 1.27
C -1.27 -0.69 0.73
N -0.98 0.23 -0.44
C -1.78 1.32 -0.87
C -1.69 2.43 -0.02
C -2.22 3.62 -0.50
C -3.05 3.63 -1.63
C -3.14 2.48 -2.46
C -2.50 1.25 -2.02
C -2.62 0.16 -3.03
C -0.17 -0.51 -1.48
C 1.15 -1.18 -1.00
N 0.85 -1.91 0.21
C 1.74 -3.05 0.61
C 3.13 -2.60 1.00
O 3.57 -1.35 0.36
H 2.32 1.58 2.98
H 2.78 0.56 4.38
H 3.67 0.40 2.86
H 0.13 0.87 2.37
H 1.30 0.53 1.07
H -0.18 -1.88 2.06
H -1.73 -0.12 1.54
H -1.94 -1.47 0.51
H -1.11 2.45 0.91
H -2.26 4.40 0.29
H -3.60 4.57 -1.89
H -3.70 2.61 -3.35
H -2.64 -0.82 -2.59
H -3.43 0.18 -3.75
H -1.80 0.34 -3.69
H -0.78 -1.33 -1.94
H 0.12 0.10 -2.23
H 1.65 -1.85 -1.75
H 1.86 -0.29 -0.91
H 1.31 -3.60 1.41
H 1.92 -3.61 -0.27
H 3.10 -2.38 2.03
H 3.89 -3.37 0.80
H 2.78 -0.80 0.39
*
```

- energy above the lowest of the compared OMol25 structures with the same formula, charge and spin (eV) = 6.3285
- HOMO level (eV) = -7.8
- SMILES = COC[C@H]1CN(c2ccccc2C)CCN1CCO

---

Record 4
C15H24N3PdSSi as an isolated structure at a distorted geometry, computed with the ωB97M-V functional and the def2-TZVPD basis.

The geometry in ORCA input format:
```
! RIJCOSX wB97M-V def2-TZVPD def2/J DEFGRID3
* xyz 3 5
Pd -0.24 -0.25 -0.10
C -2.20 2.35 1.99
C -1.55 1.96 0.70
C -2.25 1.23 -0.28
C -1.66 0.96 -1.53
C -0.34 1.37 -1.82
C 0.38 2.04 -0.83
C -0.22 2.32 0.41
H -2.20 1.51 2.69
H -3.24 2.62 1.83
H -1.68 3.18 2.46
H -3.28 0.96 -0.11
H -2.26 0.50 -2.31
H 0.07 1.24 -2.81
H 1.38 2.42 -1.05
H 0.34 2.89 1.15
C 3.89 -1.48 5.42
Si 2.16 -1.83 4.86
C 1.01 -0.47 5.41
C 1.66 -3.54 5.38
C 2.28 -1.89 2.91
C 3.45 -2.46 2.34
C 3.67 -2.43 0.99
C 2.70 -1.85 0.14
N 1.58 -1.36 0.61
C 1.37 -1.38 1.97
S -0.15 -0.74 2.34
H 3.87 -1.40 6.51
H 4.31 -0.55 5.03
H 4.58 -2.29 5.18
H 1.15 -0.34 6.48
H -0.05 -0.69 5.25
H 1.25 0.48 4.93
H 1.74 -3.59 6.47
H 2.33 -4.28 4.96
H 0.64 -3.81 5.12
H 4.19 -2.90 2.99
H 4.58 -2.83 0.56
H 2.88 -1.79 -0.93
N -1.45 -2.55 -2.72
N -0.27 -2.45 -2.14
H -2.14 -3.17 -2.30
H -1.54 -2.40 -3.73
H 0.47 -2.15 -2.77
H -0.01 -3.24 -1.54
*
```

- HOMO level (spin up / spin down) (eV) = -18.1 / -18.2
- expectation value of S² = 6.0397

---

Record 5
A 2-piece molecular cluster, C15H24N6O5P overall at a distorted geometry, computed with the ωB97M-V functional and the def2-TZVPD basis.

The geometry in ORCA input format:
```
! RIJCOSX wB97M-V def2-TZVPD def2/J DEFGRID3
* xyz 1 1
C -1.32 -2.02 -3.22
N -0.22 -2.85 -2.65
C 0.78 -3.21 -3.47
C 1.82 -4.00 -3.02
C 1.81 -4.37 -1.68
C 2.93 -5.19 -1.09
O 3.07 -6.35 -1.26
O 3.81 -4.44 -0.27
O 4.88 -4.03 -1.16
C 4.72 -2.74 -1.36
N 4.81 -1.70 -1.82
C 0.77 -3.99 -0.84
N 0.83 -4.42 0.51
C 0.48 -3.49 1.27
O 0.41 -2.53 1.88
C -0.26 -3.22 -1.37
H -0.86 -1.17 -3.71
H -1.97 -1.67 -2.42
H -1.86 -2.65 -3.93
H 0.75 -2.87 -4.49
H 2.61 -4.29 -3.70
H -1.07 -2.92 -0.72
O -1.86 2.02 -0.77
P -0.93 2.27 0.41
N -1.69 1.25 1.56
C -2.12 1.57 2.90
C -1.85 -0.15 1.20
N -1.31 3.95 0.61
C -2.18 4.44 1.65
C -1.61 4.66 -0.64
N 0.46 2.47 1.40
C 1.21 1.26 1.78
C 1.19 3.71 1.62
H -1.42 2.22 3.42
H -2.19 0.67 3.52
H -3.11 2.03 2.90
H -0.98 -0.74 1.51
H -1.97 -0.27 0.12
H -2.74 -0.58 1.67
H -3.20 4.04 1.57
H -2.24 5.53 1.61
H -1.78 4.22 2.65
H -2.64 4.50 -0.96
H -0.94 4.34 -1.44
H -1.45 5.73 -0.50
H 0.79 0.82 2.69
H 2.26 1.48 1.98
H 1.19 0.52 0.98
H 0.90 4.15 2.58
H 1.02 4.45 0.84
H 2.27 3.55 1.64
*
```

- HOMO level (eV) = -10.2